[1]
Here is a single C3H3NO2 molecule at a distorted geometry from the Open Molecules 2025 dataset. Energies are from the ωB97M-V functional and the def2-TZVPD basis.

```
9
Properties=species:S:1:pos:R:3:lowdin_charge:R:1
N -1.24 -1.03 1.90 0.18
C -0.92 -0.62 0.86 -0.17
C 0.04 -0.28 -0.20 -0.33
O -0.26 -0.18 -1.56 0.00
C 0.73 1.07 0.18 -0.17
O 0.96 1.40 1.31 0.09
H 0.58 -1.22 0.05 0.17
H -1.02 -0.71 -1.81 0.11
H 0.93 1.75 -0.68 0.14
```

Strongest force on any atom in eV/A: 1.698
Gap between HOMO and LUMO in eV: 10.965
ΔE to the lowest compared entry with this formula, charge and spin in kJ/mol: 239.4
LUMO level in eV: 0.197
HOMO level in eV: -10.769
Charge: 0
M in Da: 85.1
SMILES: N#C[C@@H](O)C=O
Electronic energy in hartree: -321.2865

[2]
Here is a molecular structure, C8H18AlF3O4 at a distorted geometry from the Open Molecules 2025 dataset. Energies are from the ωB97M-V functional and the def2-TZVPD basis.

```
34
Properties=species:S:1:pos:R:3:lowdin_charge:R:1
Al 0.83 -6.85 44.70 1.23
C 4.75 -8.38 44.10 -0.19
O 4.13 -9.48 43.37 0.05
O 3.71 -7.44 44.20 0.05
C 5.45 -8.86 45.42 -0.46
F 5.72 -7.85 46.30 0.16
F 4.77 -9.76 46.14 0.20
F 6.67 -9.44 45.18 0.16
C 4.98 -10.25 42.53 -0.21
C 4.24 -11.41 42.02 -0.03
H 3.61 -11.13 41.18 0.09
H 4.95 -12.15 41.68 0.12
H 3.57 -11.84 42.77 0.11
H 5.87 -10.59 43.05 0.15
H 5.28 -9.63 41.68 0.16
H 5.46 -7.94 43.40 0.24
C 2.63 -7.53 40.35 -0.06
C 1.39 -8.12 40.91 -0.34
O 0.73 -7.24 41.74 -0.15
H 2.51 -6.54 39.92 0.09
H 2.94 -8.19 39.54 0.10
H 3.42 -7.48 41.10 0.06
H 1.65 -9.04 41.42 0.11
H 0.67 -8.45 40.16 0.14
H 0.40 -6.55 41.16 0.11
C 3.83 -7.27 48.89 -0.04
C 3.32 -6.19 47.88 -0.27
O 2.07 -6.60 47.40 -0.16
H 4.82 -7.00 49.26 0.09
H 3.99 -8.27 48.49 0.07
H 3.17 -7.33 49.75 0.09
H 4.06 -6.05 47.09 0.10
H 3.13 -5.20 48.29 0.13
H 1.47 -6.40 48.13 0.11
```

Strongest force on any atom in eV/A: 5.991
Gap between HOMO and LUMO in eV: 3.334
ΔE to the lowest compared entry with this formula, charge and spin in kJ/mol: 424.8
LUMO level in eV: -13.581
HOMO level in eV: -16.915
Charge: +2
M in Da: 262.2
Electronic energy in hartree: -1157.7081

[3]
Here is a molecular structure, C20H41CoN8O13P3S from the Open Molecules 2025 dataset. Energies are from the ωB97M-V functional and the def2-TZVPD basis.

```
87
Properties=species:S:1:pos:R:3:mulliken_spin:R:1
Co 0.42 0.29 0.23 0.94
O 4.08 -0.01 -1.35 0.00
C 3.08 0.48 -0.87 0.02
O 2.09 -0.24 -0.42 0.04
C 2.96 1.97 -0.72 -0.05
C 4.13 2.70 -0.64 0.00
C 4.07 4.07 -0.43 0.00
C 2.87 4.73 -0.30 0.00
C 1.71 4.00 -0.43 0.00
C 1.69 2.59 -0.63 0.04
O 0.59 1.94 -0.72 0.01
N 0.45 4.73 -0.27 0.00
O 0.44 5.68 0.50 0.00
O -0.53 4.34 -0.88 0.00
N 5.31 4.84 -0.33 0.00
O 5.23 6.04 -0.18 0.00
O 6.36 4.23 -0.37 0.00
H 5.07 2.19 -0.74 0.00
H 2.83 5.79 -0.11 0.00
C -3.40 3.63 0.66 0.00
N -3.97 2.34 0.25 0.00
C -5.36 2.42 -0.14 0.00
P -2.94 1.25 -0.45 0.02
O -1.65 1.26 0.27 0.00
O -3.83 -0.09 -0.36 0.00
P -3.27 -1.42 0.40 0.00
O -1.83 -1.59 0.15 0.01
N -3.78 -1.18 1.95 0.00
C -4.92 -0.30 2.22 0.00
C -2.80 -1.17 3.03 0.00
N -4.17 -2.65 -0.22 0.00
C -5.58 -2.81 0.12 0.00
C -3.85 -3.03 -1.60 0.00
N -2.79 1.41 -2.08 0.00
C -1.71 2.22 -2.66 0.00
C -3.92 1.21 -2.97 0.00
H -3.50 4.39 -0.13 0.00
H -2.34 3.52 0.88 0.00
H -3.91 3.98 1.55 0.00
H -5.52 3.10 -0.98 0.00
H -5.95 2.79 0.71 0.00
H -5.75 1.43 -0.40 0.00
H -5.66 -0.35 1.42 0.00
H -4.61 0.74 2.32 0.00
H -5.40 -0.62 3.14 0.00
H -2.00 -1.87 2.80 0.00
H -3.29 -1.47 3.96 0.00
H -2.37 -0.17 3.16 0.00
H -5.72 -2.67 1.18 0.00
H -5.89 -3.82 -0.14 0.00
H -6.22 -2.10 -0.43 0.00
H -2.78 -2.94 -1.76 0.00
H -4.38 -2.41 -2.33 0.00
H -4.14 -4.07 -1.76 0.00
H -0.91 2.35 -1.94 0.00
H -2.09 3.20 -2.97 0.00
H -1.33 1.71 -3.55 0.00
H -4.66 0.54 -2.53 0.00
H -3.57 0.74 -3.90 0.00
H -4.40 2.15 -3.24 0.00
C 0.00 -0.84 5.30 0.00
N 0.28 -0.23 4.01 0.00
C 0.66 1.04 3.83 0.01
N 0.86 1.78 4.93 0.00
S 0.89 1.71 2.30 0.05
H -0.26 -1.88 5.12 0.00
H -0.83 -0.36 5.81 0.00
H 0.88 -0.83 5.94 0.00
H 0.01 -0.74 3.19 -0.01
H 0.91 1.37 5.84 0.00
H 1.25 2.70 4.80 0.00
C 1.44 -2.93 -1.38 -0.01
O 0.77 -3.08 -0.12 0.00
P 0.86 -1.99 1.03 -0.08
O -0.03 -2.74 2.15 0.00
C -0.32 -4.14 2.12 0.00
O 2.35 -2.25 1.55 0.00
C 3.18 -1.24 2.15 0.00
H 1.31 -3.87 -1.91 0.00
H 2.49 -2.71 -1.24 0.00
H 0.98 -2.12 -1.95 0.00
H -0.72 -4.41 3.09 0.00
H 0.58 -4.73 1.92 0.00
H -1.06 -4.34 1.34 0.00
H 4.15 -1.29 1.67 0.00
H 3.28 -1.45 3.21 0.00
H 2.76 -0.24 2.01 0.00
```

Strongest force on any atom in eV/A: 0.705
Gap between HOMO and LUMO (alpha / beta) in eV: 8.118 / 8.212
LUMO level (alpha / beta) in eV: 0.110 / 0.102
Spin multiplicity: 2
HOMO level (alpha / beta) in eV: -8.008 / -8.110
Charge: 0
M in Da: 785.5
Electronic energy in hartree: -5007.9955

[4]
Here is a single H2 molecule from the Open Molecules 2025 dataset. Energies are from the ωB97M-V functional and the def2-TZVPD basis.

```
2
Properties=species:S:1:pos:R:3:lowdin_charge:R:1
H 0.24 0.14 0.24 0.00
H -0.24 -0.14 -0.24 0.00
```

Strongest force on any atom in eV/A: 0.208
Gap between HOMO and LUMO in eV: 17.119
ΔE to the lowest compared entry with this formula, charge and spin in kJ/mol: 0.1
LUMO level in eV: 2.600
HOMO level in eV: -14.519
Charge: 0
M in Da: 2.0
SMILES: [H][H]
Electronic energy in hartree: -1.1609